Density functional theory data (ωB97M-V/def2-TZVPD) for a 4-piece molecular cluster, C22H30FN3O11 overall in a non-equilibrium geometry.

XYZ file:
```
67
Properties=species:S:1:pos:R:3
O -5.569 -1.448 2.015
C -4.779 -2.114 1.401
F -4.077 -3.081 2.002
N -4.585 -1.946 0.040
C -3.322 -2.467 -0.474
O -3.330 -3.430 -1.193
C -1.994 -1.835 -0.100
C -1.206 -2.506 0.756
C 0.071 -1.987 1.123
C 0.446 -0.801 0.605
C -0.351 -0.067 -0.306
N 0.132 1.117 -0.777
C -0.697 1.653 -1.628
C -1.947 1.113 -2.026
N -2.426 0.002 -1.544
C -1.586 -0.604 -0.658
H -4.764 -0.989 -0.242
H -1.479 -3.469 1.179
H 0.739 -2.513 1.797
H 1.418 -0.402 0.890
H -0.395 2.598 -2.084
H -2.533 1.657 -2.766
C -1.239 -7.267 4.581
C -0.981 -6.051 5.445
O 0.421 -5.874 5.696
C 1.118 -5.340 4.697
O 0.680 -4.994 3.630
O 2.396 -5.272 5.073
C 3.280 -4.795 4.058
H -0.775 -8.152 5.019
H -2.310 -7.444 4.478
H -0.815 -7.140 3.585
H -1.448 -6.187 6.419
H -1.406 -5.149 5.004
H 2.940 -3.843 3.655
H 3.371 -5.535 3.264
H 4.254 -4.653 4.521
C 3.117 1.792 -8.397
C 2.606 2.856 -7.447
O 1.373 2.459 -6.831
C 1.488 1.587 -5.831
O 2.513 1.125 -5.405
O 0.261 1.300 -5.390
C 0.229 0.305 -4.364
H 2.348 1.531 -9.125
H 4.002 2.146 -8.928
H 3.379 0.880 -7.862
H 2.389 3.768 -8.000
H 3.348 3.104 -6.688
H 0.892 0.567 -3.543
H 0.496 -0.667 -4.778
H -0.787 0.253 -3.992
C 2.346 6.961 1.818
C 1.050 7.173 1.063
O 0.349 5.937 0.869
C -0.316 5.484 1.932
O -0.383 6.016 3.008
O -0.882 4.322 1.600
C -1.560 3.674 2.678
H 2.956 6.204 1.322
H 2.912 7.891 1.875
H 2.157 6.610 2.832
H 1.263 7.559 0.068
H 0.409 7.899 1.564
H -2.279 4.342 3.148
H -0.838 3.315 3.410
H -2.091 2.823 2.259
```

The SMILES is O=C(F)NC(=O)c1cccc2nccnc12.CCOC(=O)OC.CCOC(=O)OC.CCOC(=O)OC. The value obtained for the largest force on an atom is 0.0527 hartree/bohr. As for the calculated total energy: -53011.6001 eV. The HOMO energy is -9.72 eV.